A cluster of 6 separate species, C30H80BF4N5O10 in total, computed with the ωB97M-V functional and the def2-TZVPD basis.

Summary:
**Total energy**: -2640.30945 Eh
**Total charge**: +4
**ΔE to the lowest compared entry with this formula, charge and spin**: 151.7 kJ/mol
**Kohn-Sham gap**: 9.690 eV

Cartesian coordinates (Å):
F1 0.79071 -0.71393 0.70276
F2 -0.91124 0.08642 -0.56321
F3 -0.01905 1.34287 1.18512
F4 1.21495 1.06311 -0.73728
O1 5.41381 -8.09257 3.14570
O2 2.69457 3.28051 3.09313
O3 -2.92236 -4.94825 -5.21096
O4 2.59507 -4.40889 0.89440
O5 -4.18297 7.09452 -1.75565
O6 -0.18099 -1.59020 -4.28214
O7 2.06547 -0.20049 6.10489
O8 -0.30244 4.28079 -2.69664
O9 -5.54417 1.44205 2.43533
O10 -1.42177 4.60843 1.19432
N1 -2.66332 2.05660 1.94643
N2 -1.62828 6.67676 -2.86440
N3 1.38035 0.76664 3.49217
N4 -0.54042 -3.71641 -5.99574
N5 4.51221 -5.05268 2.72840
C1 0.90832 -0.68879 5.46819
C2 1.17991 -4.60208 0.66234
C3 5.38553 -5.76664 3.75883
C4 0.98138 -0.64151 3.96370
C5 -3.63037 8.09757 -2.57416
C6 -2.14778 -5.59985 -6.19781
C7 3.11610 4.50363 2.53510
C8 0.37492 -1.33079 -3.00505
C9 3.03227 2.18887 2.30219
C10 -2.52719 4.48900 2.07506
C11 0.27883 3.00097 -2.89550
C12 -5.55994 6.82176 -1.91298
C13 0.13033 -2.43884 -6.46995
C14 -2.12969 8.02306 -2.42203
C15 -4.90754 0.96374 1.29185
C16 -6.92287 1.06055 2.45464
C17 0.39718 5.35216 -3.30491
C18 -3.35529 3.34380 1.54567
C19 4.89319 -7.16578 4.07433
C20 2.82335 0.88602 3.06819
C21 4.68768 -5.52864 1.28059
C22 -0.38973 5.47369 1.57058
C23 -3.92449 -5.82481 -4.71033
C24 3.35133 -5.54600 0.55318
C25 3.21858 -1.02392 5.92701
C26 0.76622 -1.69220 -5.33028
C27 -1.35828 -4.57144 -6.95888
C28 5.01366 -9.41076 3.48292
C29 -0.11236 6.62747 -2.71253
C30 -3.38968 0.82327 1.45158
B1 0.27043 0.42206 0.04576
H1 3.79665 -7.11238 3.99806
H2 3.50185 -5.59726 -0.53383
H3 1.47459 5.22501 -3.14182
H4 2.89277 4.62745 1.46482
H5 -4.22916 -5.53927 -3.70518
H6 4.09633 2.15788 2.03217
H7 -4.83521 -5.84568 -5.31139
H8 3.53306 -5.25823 2.93928
H9 2.64917 5.34601 3.03464
H10 0.01133 -0.25006 5.90853
H11 5.17253 -5.22499 4.68513
H12 2.86207 -6.51425 0.72423
H13 -3.53895 -6.84472 -4.63291
H14 1.13704 -0.69206 -5.57073
H15 0.74514 -3.71281 1.12034
H16 4.61441 -4.05379 2.88231
H17 0.12556 6.73587 -1.65930
H18 0.27143 5.25549 -4.39231
H19 5.72631 -10.12966 3.08708
H20 -0.98314 -3.62661 -5.07489
H21 -3.08304 0.58746 0.43097
H22 6.42002 -5.57375 3.49047
H23 -6.21662 7.69445 -1.87921
H24 -4.33508 3.28793 2.01381
H25 0.37709 5.53985 0.80541
H26 0.07018 5.23699 2.53464
H27 -0.00518 -0.76614 3.51962
H28 3.23625 -1.59323 6.86547
H29 -3.12023 -0.06041 2.02755
H30 4.15318 -0.47189 5.86734
H31 -4.09844 9.06618 -2.37533
H32 3.50873 0.66111 3.87911
H33 -7.39925 1.50030 1.57516
H34 2.48753 2.06638 1.35969
H35 -0.62259 -1.81534 -6.95007
H36 5.07486 -6.54721 1.31372
H37 5.12090 -7.45488 5.10079
H38 -2.03488 5.90997 -2.32561
H39 2.90301 0.11871 2.29352
H40 0.31514 7.48342 -3.23385
H41 -5.86845 6.25203 -1.03385
H42 -7.11296 -0.01668 2.45895
H43 -0.74698 6.50296 1.72187
H44 -1.51182 -6.36153 -5.73477
H45 1.66103 -2.24026 -5.00031
H46 -5.08868 1.57745 0.39585
H47 -2.82086 -6.11084 -6.89072
H48 0.54852 -0.25040 -2.93697
H49 -7.37382 1.41199 3.37970
H50 -3.89769 7.98393 -3.63654
H51 -3.04257 5.45240 2.07027
H52 5.50497 -4.89213 0.94862
H53 0.80764 1.08630 2.69604
H54 0.97374 -4.54489 -0.40483
H55 0.82406 -2.78664 -7.23244
H56 -1.69724 1.89457 1.61601
H57 -3.44084 3.32423 0.46254
H58 0.82137 -5.47581 1.20319
H59 0.69024 -1.71963 5.78528
H60 3.12754 -1.77365 5.13486
H61 1.15546 2.90110 -2.24269
H62 -1.73949 6.52913 -3.86859
H63 -5.27911 -0.01579 0.96878
H64 -0.31177 -1.66927 -2.23521
H65 1.22097 1.42158 4.26210
H66 4.02801 -9.65384 3.06595
H67 4.20807 4.58266 2.51477
H68 0.25802 -4.32415 -5.79993
H69 -5.68686 6.19706 -2.80030
H70 -2.84113 2.01335 2.94920
H71 -0.56253 -4.93799 -7.61297
H72 -0.35905 2.28993 -2.37178
H73 -2.14298 4.29211 3.08268
H74 0.55328 2.78316 -3.92633
H75 4.89182 -9.57166 4.55811
H76 1.36336 -1.78385 -2.86237
H77 -1.65857 8.75790 -3.06912
H78 -1.84273 8.05969 -1.37312
H79 1.70584 -1.25827 3.44158
H80 -1.89730 -3.96287 -7.68486

Forces on the atoms, in the same order (eV/Å):
F 0.234 0.088 -0.185
F -0.210 0.425 -0.279
F -0.525 0.237 -0.116
F -0.419 -0.360 0.070
O -0.143 0.405 0.581
O -0.526 0.028 -0.123
O 0.243 0.176 -0.046
O -0.373 -0.710 0.339
O 0.752 0.095 0.271
O -0.121 -1.020 -0.380
O -0.133 0.742 -1.124
O -0.411 0.380 -0.046
O 0.148 -0.618 0.252
O 0.172 -0.824 -0.672
N -1.934 -1.167 -0.219
N 1.634 0.572 -0.247
N 0.476 0.144 0.999
N 0.871 -0.465 0.557
N -0.453 -1.609 0.116
C 0.158 -1.368 0.849
C 0.774 1.369 0.611
C -0.800 0.827 0.872
C -0.423 1.734 -0.966
C -0.959 -0.115 -0.582
C -0.583 -0.085 -0.098
C 0.651 0.614 -1.061
C 0.558 0.862 -0.166
C 0.832 -1.213 0.340
C 0.937 0.715 -0.666
C 0.598 0.000 1.628
C -0.380 -0.509 0.364
C -1.190 0.045 -0.803
C -0.775 -0.277 -0.004
C 0.464 -0.063 -0.464
C -0.509 0.252 0.081
C 0.451 -1.477 -0.104
C 0.584 -0.204 0.247
C 0.302 -0.169 -1.320
C -0.728 -0.176 -1.145
C 0.692 0.358 0.657
C -0.085 1.304 0.871
C -0.361 -0.538 0.553
C 0.425 0.002 -0.894
C -0.497 -1.057 1.651
C 0.584 -0.183 1.122
C 1.204 0.928 -0.888
C -0.669 -0.879 -0.110
C -0.188 0.122 -0.131
C -1.019 -0.536 -1.174
B 0.664 -0.317 1.031
H -0.191 -0.206 0.147
H 0.396 0.247 0.052
H -0.012 0.367 0.182
H -0.565 -0.461 0.056
H 0.252 0.352 -0.037
H 0.062 0.373 0.004
H 0.206 0.155 -0.347
H 0.002 0.137 0.269
H 0.142 -0.173 0.417
H 0.259 0.994 -0.335
H 0.269 0.256 -0.070
H -0.341 0.271 0.692
H 0.032 -0.012 -0.066
H -0.166 -0.080 -0.654
H -0.245 -0.096 -0.106
H 0.095 0.118 -0.620
H -0.078 -0.189 0.127
H -0.151 0.501 -0.047
H 0.127 0.195 0.004
H -0.540 0.570 -0.253
H 0.546 0.299 0.086
H 0.092 -0.558 -0.093
H 0.324 0.229 -0.482
H -0.045 0.113 -0.077
H -0.051 -0.485 -0.177
H 0.068 -0.499 -0.050
H 0.031 -0.531 0.059
H 0.532 -0.177 -0.214
H 0.131 0.365 0.488
H -0.249 0.358 -0.213
H 0.617 0.253 0.532
H -0.247 0.324 0.236
H -0.284 -0.002 0.182
H -0.310 0.636 0.000
H -0.158 -0.175 0.002
H 0.032 0.033 0.247
H 0.249 0.141 0.065
H -0.236 -0.026 -0.190
H 0.290 -0.159 0.165
H -0.178 0.049 -0.054
H 0.202 -0.174 -0.124
H 0.577 -0.095 -0.227
H -0.246 -0.033 -0.168
H 0.154 0.003 -0.023
H -0.087 -0.093 0.200
H -0.190 0.355 0.273
H 0.210 -0.071 -0.235
H -0.162 -0.089 0.364
H 0.129 0.400 -0.143
H 0.086 -0.539 -0.072
H -0.463 -0.201 0.225
H -0.352 0.089 -0.787
H 0.023 -0.299 -0.099
H -0.150 -0.537 -0.030
H 0.236 0.382 0.015
H 0.285 0.772 0.498
H 0.041 0.335 -0.008
H -0.084 -0.255 -0.419
H 0.456 -0.321 -0.334
H -0.047 0.355 -0.270
H 0.401 0.351 -0.491
H -0.781 -0.128 0.097
H 0.080 -0.166 0.349
H -0.065 0.092 -0.101
H 0.105 0.052 -0.019
H 0.076 0.188 -0.189
H 0.008 0.063 0.640
H -0.062 -0.059 0.264
H -0.395 0.281 -0.090
H 0.975 0.024 0.176
H -0.275 -0.875 0.136
H -0.500 -0.140 -0.854
H -0.309 -0.026 0.195
H -0.389 -0.085 -0.095
H 0.427 0.217 0.056
H -0.168 -0.324 -0.127
H 0.219 0.162 0.335
H 0.097 0.521 -0.047
H -0.157 -0.502 0.387
H -0.601 0.378 0.771



The molecule C5H10O2, computed with the ωB97M-V functional and the def2-TZVPD basis.

Summary:
**Total energy**: -346.96341 Eh
**ΔE to the lowest compared entry with this formula, charge and spin**: 162.8 kJ/mol
**Kohn-Sham gap**: 10.627 eV
**SMILES**: CCO[C@@H](C)C=O

Cartesian coordinates (Å):
O1 -0.51924 0.17434 -0.33264
O2 1.83288 -0.90318 1.77404
C1 0.57161 0.01079 -2.45780
C2 0.73401 -0.99863 1.28462
C3 -1.51613 -0.03692 1.81620
C4 0.50340 0.75069 -1.13630
C5 -0.21978 0.16368 1.04928
H1 -1.32505 -0.06735 2.89407
H2 -1.99533 -0.97631 1.51704
H3 -0.41091 -0.01110 -2.93829
H4 0.34020 -1.97472 0.92362
H5 0.28084 1.81681 -1.29095
H6 0.28177 1.09290 1.35592
H7 1.27498 0.50557 -3.13556
H8 1.47132 0.69060 -0.61987
H9 -2.20619 0.78475 1.60100
H10 0.90162 -1.02192 -2.30440

Forces on the atoms, in the same order (eV/Å):
O -0.091 -0.021 -0.004
O -0.462 -0.039 -0.175
C -0.016 -0.007 -0.055
C 0.332 0.025 0.190
C -0.018 -0.032 0.033
C 0.228 0.079 -0.158
C -0.024 0.059 0.165
H -0.025 0.011 -0.154
H 0.088 0.148 0.030
H 0.111 0.026 0.074
H 0.063 0.076 0.031
H 0.004 -0.151 0.029
H -0.078 -0.115 -0.032
H -0.080 -0.072 0.102
H -0.108 -0.008 -0.075
H 0.129 -0.133 0.022
H -0.054 0.154 -0.023



The ion C3H3O3S with charge -1, computed with the ωB97M-V functional and the def2-TZVPD basis.

Summary:
**Total energy**: -740.01089 Eh
**Total charge**: -1
**ΔE to the lowest compared entry with this formula, charge and spin**: 168.9 kJ/mol
**Kohn-Sham gap**: 7.309 eV
**SMILES**: C=CC([O-])=S(=O)=O

Cartesian coordinates (Å):
S1 1.19402 1.87604 -0.38210
O1 -0.37698 0.95692 1.60388
O2 2.11167 0.86316 0.24192
O3 1.10432 1.89951 -1.86873
C1 -1.17635 -1.41272 0.14891
C2 -0.04892 0.70441 0.46273
C3 -0.14781 -0.61201 -0.08625
H1 -1.49399 -2.35682 -0.38320
H2 0.68902 -0.92830 -0.59307
H3 -1.85498 -0.99018 0.85591

Forces on the atoms, in the same order (eV/Å):
S -0.908 0.465 0.340
O -0.627 0.505 0.010
O 1.274 -0.259 -0.554
O 0.105 -0.592 0.443
C -0.874 -0.407 -0.614
C 0.218 1.434 1.177
C -0.790 -1.642 -0.138
H 0.972 1.034 0.791
H 1.578 -0.479 -1.789
H -0.947 -0.060 0.334



Which of these has the lowest ΔE to the lowest compared entry with this formula, charge and spin? C30H80BF4N5O10